*1*
C4H12NOS2 | the ωB97M-V functional and the def2-TZVPD basis

```
20
C4H12NOS2 the ωB97M-V functional and the def2-TZVPD basis
H -3.52 0.59 2.54
H -0.87 -0.14 -0.90
S -2.65 -1.37 1.15
H -4.59 -0.71 1.92
N 1.59 -1.26 -0.30
C -3.86 -0.09 1.65
H 2.53 -1.34 -0.63
H -4.07 0.56 0.93
H 1.85 2.10 -1.06
C 1.85 0.98 -1.41
H 1.71 0.61 0.70
S -0.87 -0.61 1.44
H 1.19 1.00 -2.29
H 0.94 -1.87 -0.94
C 1.20 0.19 -0.18
O 3.15 0.36 -1.64
H -0.68 1.31 0.11
H 3.80 1.06 -1.80
H 1.62 -1.70 0.77
C -0.32 0.32 -0.08
```

Computed properties:
Multiplicity: 1
SMILES: CSSC[C@@H]([NH3+])CO
Total charge: +1

Atomic partial charges in e from the natural (NBO) method, atoms 1 to 4:
1 H 0.24
2 H 0.24
3 S 0.13
4 H 0.22



*2*
C4H12NOS2 | the ωB97M-V functional and the def2-TZVPD basis

```
20
C4H12NOS2 the ωB97M-V functional and the def2-TZVPD basis
C 2.04 1.28 -0.06
H 3.17 0.46 -1.43
H -3.43 1.36 0.50
O 0.91 1.78 -0.15
H -3.39 0.83 -1.32
H -0.30 -0.96 0.62
H 3.22 -0.48 0.11
H -1.56 -2.60 -1.79
C -2.76 1.07 -0.39
S 3.37 2.15 0.79
N -0.71 -0.02 0.23
H -0.89 -4.33 -0.81
H -2.60 -1.04 0.31
H -2.14 1.79 -0.84
H -0.24 0.84 0.09
H 2.67 3.29 1.07
C -1.98 -0.08 0.11
C 2.51 0.08 -0.67
H 1.77 -0.47 -1.20
S -0.41 -3.07 -1.16
```

Computed properties:
Multiplicity: 1
Total charge: +1

Atomic partial charges in e from the natural (NBO) method, atoms 1 to 4:
1 C 0.47
2 H 0.29
3 H 0.29
4 O -0.63



Which of them is the most stable? Correct choice: *1*.



*1*
C39H104O39S13 | the ωB97M-V functional and the def2-TZVPD basis

```
195
C39H104O39S13 the ωB97M-V functional and the def2-TZVPD basis
O 36.18 -24.84 -4.81
O 36.38 -27.57 -14.97
O 33.15 -30.48 -9.95
C 36.24 -24.12 -1.21
O 39.99 -27.68 -0.59
H 37.81 -21.20 -3.92
H 41.43 -26.66 -4.48
C 34.73 -30.37 -5.79
C 35.31 -21.19 0.21
H 40.85 -25.24 -7.39
H 34.08 -29.70 -5.24
C 30.94 -25.39 -10.70
H 31.85 -23.82 -9.64
H 29.39 -27.99 -7.22
C 39.30 -27.57 -1.86
H 39.75 -29.49 -11.47
C 30.88 -24.00 -10.10
H 36.27 -31.62 -11.51
H 35.31 -21.38 -5.52
H 31.55 -29.42 -10.55
C 37.11 -21.77 -4.52
O 40.65 -30.75 -6.98
H 34.44 -18.84 -2.48
C 38.18 -29.88 -6.58
O 34.49 -29.18 -14.29
S 36.53 -26.03 -5.58
H 43.20 -25.97 -0.69
H 35.76 -30.03 -5.71
C 44.53 -22.64 -6.15
O 31.24 -26.83 -5.37
C 29.42 -28.58 -6.30
O 42.58 -23.04 -7.79
C 36.09 -22.68 -8.36
O 42.99 -20.64 -7.02
H 31.89 -32.35 -11.17
H 36.41 -20.26 1.77
H 36.74 -25.09 -1.17
H 35.23 -23.25 -8.72
H 40.32 -25.69 -2.21
C 41.37 -23.13 -6.98
H 32.13 -24.37 -4.35
C 35.74 -21.09 -4.56
C 38.61 -29.00 -9.77
S 39.28 -27.29 0.84
S 34.79 -18.56 -4.95
H 37.56 -28.81 -9.55
H 38.02 -30.96 -6.51
H 37.43 -29.25 -7.05
H 33.26 -32.01 -7.97
H 38.65 -28.48 -17.35
H 44.92 -23.49 -6.71
H 38.16 -30.20 -11.74
H 28.27 -25.31 -14.05
C 35.68 -21.05 1.64
H 39.06 -27.44 -15.99
S 34.69 -27.78 -14.78
O 36.24 -24.52 -10.87
H 35.00 -25.72 -13.68
O 32.02 -28.78 -6.65
H 33.18 -26.64 -4.59
C 31.40 -31.38 -11.04
H 34.87 -20.76 2.31
C 33.52 -33.00 -7.60
C 40.53 -25.99 1.34
O 32.85 -32.35 -5.36
O 31.06 -26.45 -14.49
S 43.15 -25.18 -3.12
H 38.23 -29.60 -5.53
C 34.06 -26.43 -8.72
H 31.76 -25.86 -10.15
O 36.02 -19.68 -4.51
C 41.29 -24.56 -6.67
H 28.92 -28.03 -5.51
H 35.69 -20.57 -7.77
H 33.16 -27.01 -8.49
O 42.03 -24.39 -3.64
H 36.48 -29.09 -16.42
H 38.35 -25.16 -7.18
O 35.65 -30.64 -9.19
C 39.31 -26.08 -2.14
S 43.71 -21.82 -7.51
H 33.05 -26.51 -6.33
H 37.43 -22.07 -11.40
H 41.34 -29.28 -4.98
H 37.57 -22.04 -5.47
H 38.56 -28.45 -11.70
O 34.99 -28.89 -10.85
H 37.75 -26.94 -17.03
C 35.20 -31.47 -11.61
O 38.05 -26.46 0.69
H 30.02 -25.93 -10.49
H 32.92 -34.31 -5.93
C 35.98 -21.20 -8.62
H 35.98 -23.87 -2.24
H 41.67 -28.99 -3.34
H 41.42 -22.48 -6.11
H 36.80 -20.70 -9.14
H 40.53 -22.90 -7.64
O 34.03 -27.27 -16.02
H 34.27 -26.60 -9.78
H 42.43 -24.48 -0.94
H 41.46 -26.50 1.08
H 40.25 -25.10 0.77
H 43.00 -29.29 -4.66
O 38.55 -22.59 -1.69
H 35.36 -23.94 -0.59
H 29.50 -24.04 -13.62
O 37.94 -23.05 0.68
H 31.64 -33.41 -6.65
H 45.36 -21.96 -5.96
H 33.33 -33.62 -8.48
H 34.57 -33.20 -7.42
O 42.76 -26.80 -3.07
H 43.87 -22.82 -5.30
C 32.43 -24.68 -5.35
O 36.51 -21.43 -0.71
C 32.69 -33.33 -6.36
H 38.28 -27.94 -1.86
H 34.51 -21.90 -0.02
H 38.94 -22.24 -10.45
C 43.30 -25.05 -1.25
H 37.95 -26.82 -7.22
S 37.50 -24.10 -10.24
C 38.69 -29.42 -11.21
C 32.57 -26.24 -5.39
H 30.79 -31.50 -10.14
O 34.32 -31.51 -3.50
S 37.52 -22.77 -0.66
H 33.34 -24.20 -5.70
O 35.32 -25.94 -6.81
O 40.11 -28.27 -7.29
O 33.95 -19.19 -5.96
C 38.15 -26.01 -6.52
S 31.12 -28.48 -5.58
H 40.47 -24.62 -5.95
H 42.08 -24.93 -6.02
O 29.84 -27.49 -12.38
H 31.67 -24.50 -6.12
H 32.78 -30.01 -11.85
O 44.49 -24.94 -3.64
H 38.83 -25.88 -3.10
C 34.49 -26.63 -13.37
O 35.41 -17.24 -5.31
C 38.23 -27.82 -16.60
H 35.88 -22.75 -7.29
H 34.87 -20.24 -0.11
H 33.42 -26.55 -13.19
H 38.83 -22.93 -12.08
O 37.29 -23.40 -8.69
C 33.91 -18.45 -3.35
C 35.35 -26.78 -7.96
H 38.91 -26.26 -5.78
S 39.78 -29.66 -7.38
O 38.49 -25.12 -9.99
O 35.29 -33.05 -5.26
C 38.28 -22.71 -11.17
H 39.93 -27.88 -2.69
C 29.05 -24.99 -13.36
O 31.25 -25.42 -12.14
C 37.12 -28.52 -15.75
H 34.63 -32.36 -11.34
H 40.46 -25.81 2.41
O 31.12 -29.25 -4.36
H 37.63 -29.17 -15.04
H 30.65 -23.34 -10.93
O 39.16 -30.01 -8.93
O 39.31 -28.36 1.79
H 35.43 -27.86 -7.83
S 34.80 -30.22 -10.29
H 34.92 -27.05 -12.46
H 30.67 -31.24 -11.83
H 29.06 -29.59 -6.47
H 33.88 -25.36 -8.69
C 42.32 -27.27 -4.35
H 38.74 -25.41 -1.49
H 36.20 -21.98 1.86
H 33.68 -17.42 -3.06
O 44.54 -21.69 -8.73
H 30.08 -23.78 -9.39
H 37.06 -22.58 -3.79
O 36.44 -27.37 -5.01
H 42.95 -27.00 -5.20
S 30.32 -26.30 -13.17
H 39.05 -28.03 -9.55
H 36.24 -26.49 -8.52
H 35.07 -21.41 -3.76
C 32.20 -30.20 -10.94
S 34.39 -31.98 -4.87
C 42.08 -28.81 -4.33
H 44.19 -24.57 -0.84
H 32.99 -19.02 -3.38
H 35.13 -21.02 -9.28
H 35.06 -31.12 -12.63
H 34.35 -30.52 -6.80
H 28.67 -24.70 -12.38
```

Computed properties:
Multiplicity: 1
Total charge: 0

Atomic partial charges in e from the Löwdin method, atoms 1 to 4:
1 O -0.31
2 O -0.30
3 O -0.27
4 C -0.04



*2*
C39H104O39S13 | the ωB97M-V functional and the def2-TZVPD basis

```
195
C39H104O39S13 the ωB97M-V functional and the def2-TZVPD basis
H 0.55 -4.35 1.52
H 2.69 0.93 -6.34
H 2.80 -2.22 0.77
O -0.17 -3.64 4.64
C -4.94 -4.63 -3.49
C 5.82 3.38 1.04
H -1.58 7.42 -1.54
C -4.50 -8.09 2.30
H -7.87 -0.60 1.62
H 6.47 2.54 0.79
O -2.29 5.72 -0.63
O 6.94 -1.88 4.97
C -0.34 -2.03 6.65
H 0.41 6.74 -0.18
C -1.41 -0.70 -1.56
H -1.01 -7.69 -4.88
O -4.68 -6.01 0.63
H 7.81 5.86 4.75
H 0.56 3.52 -3.07
H -2.54 7.87 -0.30
H 2.57 0.55 -2.26
O -0.89 -6.89 -2.93
C -4.83 -3.29 -2.76
H 3.98 -3.33 2.56
H 0.30 1.06 1.51
H -7.52 0.04 -2.06
C 1.57 2.31 0.38
H 2.89 8.18 -4.89
H 1.48 -4.35 -2.62
O -3.08 1.74 -6.14
H -2.14 -0.06 -1.06
O -4.14 0.44 -4.15
H 1.81 5.05 5.85
H -4.06 -3.76 0.01
H 7.32 -1.35 1.51
H -3.50 -3.94 1.72
H 3.20 0.92 3.13
C -2.68 -8.18 -3.80
H -0.20 2.45 -2.16
O 0.50 4.15 3.33
S -0.76 -5.26 -2.46
O -1.86 -4.46 -2.99
H 6.09 5.67 4.67
H -2.37 -3.74 0.35
H 0.86 -2.43 3.37
C -2.47 7.06 -1.03
H -1.19 3.79 -2.72
C -8.05 0.77 3.43
O 6.30 2.66 4.41
H -3.36 -0.09 3.15
S -5.15 -7.64 0.61
H 1.21 0.07 -6.93
O -2.08 6.53 1.76
H -3.35 6.36 -2.86
H 0.60 -4.10 -4.14
C 3.34 -1.57 1.47
C -6.72 -0.69 -1.92
C 3.02 8.81 -4.02
H 2.76 -0.48 -7.49
C 0.82 -4.82 -3.35
O 1.22 -0.77 -4.21
O 2.98 4.05 3.54
C 1.62 3.97 5.78
C -0.43 3.07 -3.02
H 3.28 4.55 -1.18
H -2.46 -1.10 -6.05
O 2.76 6.78 -2.24
O -5.55 -1.91 0.96
C 0.52 1.26 0.46
O -5.92 -3.22 -1.85
H -2.92 -5.91 -0.52
O 1.99 -3.25 5.95
H -0.42 -1.33 5.82
H 1.43 2.80 1.35
O 7.52 4.03 2.62
H -7.42 1.60 3.76
H 0.66 5.04 -0.18
O 0.06 -4.76 6.88
C 0.28 5.85 0.44
H 0.82 5.91 1.38
H 4.95 3.00 1.57
H 1.65 -0.45 4.21
C 3.62 0.28 -2.16
H 3.26 5.94 -4.00
H 5.21 -2.62 1.53
H 1.74 5.30 -3.38
H -1.91 -1.58 -1.97
H 4.15 1.20 -2.37
O -0.42 -5.28 -1.05
C 2.85 1.25 4.11
H -0.81 -0.25 -2.34
H -1.91 -1.15 -4.38
H -3.85 -3.17 -2.30
C 4.42 -2.38 2.24
H 2.59 1.92 0.45
H -3.17 -8.40 -4.75
S -7.33 -2.41 -2.24
S 1.67 3.64 4.00
H -5.76 -4.54 -4.21
H 0.26 -1.75 7.51
C 2.46 0.00 4.78
H 0.76 3.56 6.31
C 7.00 5.21 5.07
C -3.31 -4.19 0.67
O 0.75 7.74 -3.23
C 2.73 5.67 -3.09
H -7.07 -1.14 3.01
H 1.61 -4.00 3.59
H -0.89 2.71 -5.20
H -8.88 1.23 2.90
H 1.43 3.04 -0.42
O 5.13 -1.59 3.25
H 7.08 5.16 6.15
H 3.33 -0.66 4.82
H -3.87 7.99 -2.47
S 0.54 -3.59 6.10
H -2.10 -6.31 -4.59
H 3.16 3.53 -2.65
H -2.89 -1.59 2.34
C -1.89 -0.56 -5.30
C -3.73 -1.02 2.71
S -2.99 0.90 -4.93
H 2.20 0.26 5.80
C 3.91 -0.99 -3.04
H 4.95 -1.26 -2.86
O -0.98 -1.25 1.10
O -6.08 0.34 2.05
H 2.47 3.47 6.24
S 2.27 -1.17 -5.13
H -3.47 -7.77 2.40
C -7.28 -0.22 2.46
H -0.90 -0.17 -5.53
O -1.74 4.10 1.18
H -4.35 -9.17 2.22
H 2.77 9.84 -4.28
H 6.63 5.34 1.50
O -2.08 1.62 -3.76
H -4.06 -4.81 -4.10
S -0.25 -1.21 -0.16
C 3.38 4.53 -2.27
C 0.65 -3.49 3.52
S 7.44 3.51 4.25
H 3.68 1.73 4.62
H -0.36 -5.16 2.70
H 1.26 -5.74 -3.75
O 2.15 9.03 -1.54
H -6.39 -0.49 -0.90
H -0.45 1.63 0.12
S 6.70 -2.23 3.58
H -5.17 -5.44 -2.80
H -2.65 -6.14 1.19
O 0.83 0.07 -0.23
O 1.62 1.96 3.97
H -0.97 -3.61 2.03
C -3.69 7.00 -2.05
O 3.69 -0.71 -4.42
C -3.33 -5.69 0.47
H 3.72 -0.04 -1.12
H -3.34 -7.85 -3.00
C 7.60 -1.02 2.51
C -0.09 -4.15 2.38
C 6.32 4.42 2.01
H -4.34 -1.56 3.44
H -2.19 -9.06 -3.38
O -6.60 -7.61 0.58
H -8.57 0.30 4.26
O -4.30 0.12 0.27
C -0.85 2.23 -4.23
S -1.56 5.54 0.84
H 4.04 8.79 -3.62
O 6.88 -3.59 3.07
H -0.07 1.48 -4.34
H -4.60 6.54 -1.66
H -1.37 -2.28 6.91
H -5.94 -0.47 -2.65
O -7.59 -2.56 -3.65
C -1.62 -7.18 -4.13
O -4.39 -8.40 -0.33
H -5.25 -7.79 3.03
C 2.25 -0.03 -6.63
H -4.87 -2.41 -3.41
O -8.35 -2.65 -1.20
O 8.76 3.00 4.62
S 2.01 8.15 -2.65
H 5.47 4.65 2.66
O 2.43 -2.59 -5.51
H 3.36 -1.87 -2.71
O 0.46 -2.36 -0.63
H 7.33 0.03 2.60
H 3.77 -0.72 0.94
H 2.75 -1.06 2.23
S -4.89 -0.67 1.33
H 4.45 4.70 -2.40
H 8.67 -1.13 2.69
H 5.54 3.80 0.08
```

Computed properties:
Multiplicity: 1
Total charge: 0

Atomic partial charges in e from the Löwdin method, atoms 1 to 4:
1 H 0.08
2 H 0.07
3 H 0.08
4 O -0.27



Which of them is the most stable? Correct choice: *2*.